The following is a DFT calculation (ωB97M-V/def2-TZVPD) of a structure of composition C2H2NO3S.

E_tot: -756.0074 Ha
Frontier orbital gap: 7.73 eV
Energy relative to the best compared isomer or geometry (same formula, charge and spin): 3.6067 eV
Charge: -1

Last column: natural (NBO) charge in e.
CARTESIAN COORDINATES (ANGSTROEM)
C 1.007 -0.011 -1.111  0.307
C 0.357 -0.347 0.243  -0.305
N -1.410 0.455 0.642  0.493
O 0.525 0.523 -2.082  -0.602
O -1.620 1.273 1.488  -0.442
O -2.229 -0.157 0.025  -0.441
S 2.649 -0.372 -0.786  -0.433
H 0.790 0.029 1.116  0.204
H -0.069 -1.393 0.466  0.221

The following is a DFT calculation (ωB97M-V/def2-TZVPD) of a cluster of 2 separate species, C2H2NO4 in total.

E_tot: -432.7116 Ha
Frontier orbital gap: 9.61 eV
Energy relative to the best compared isomer or geometry (same formula, charge and spin): 0.9156 eV
Charge: +1

Last column: natural (NBO) charge in e.
CARTESIAN COORDINATES (ANGSTROEM)
C 0.043 -0.671 -0.701  0.364
C -0.685 0.521 0.067  0.717
N 1.476 -0.388 1.382  0.596
O 2.518 -0.030 1.566  0.020
O 1.202 -0.790 -0.448  -0.396
O -0.036 0.965 1.023  -0.474
O -1.800 1.086 -0.328  -0.580
H -0.373 -1.297 -1.625  0.228
H -2.344 0.604 -0.937  0.525

The following is a DFT calculation (ωB97M-V/def2-TZVPD) of a cluster of 2 separate species, C2H2NO4S2 in total.

E_tot: -1229.4933 Ha
Frontier orbital gap: 7.25 eV
Energy relative to the best compared isomer or geometry (same formula, charge and spin): 1.9936 eV
Charge: -1

Last column: natural (NBO) charge in e.
CARTESIAN COORDINATES (ANGSTROEM)
C -2.183 0.796 0.847  1.050
C -0.052 -0.625 -0.632  -0.181
N 1.145 -0.060 -0.161  0.025
O -1.430 1.625 1.168  -0.551
O -3.094 0.132 0.579  -0.520
O 1.913 -0.721 0.820  -0.571
O 1.940 0.686 -1.043  -0.532
S -0.946 0.236 -1.807  -0.346
S -0.473 -2.005 0.203  -0.318
H 1.679 1.503 -0.606  0.480
H 1.502 -1.569 0.631  0.463